1.
{"formula": "C39H88N6NiO13", "method": "ωB97M-V/def2-TZVPD", "s_squared": 3.7591, "e_homo_ev": [-10.388, -10.387], "lumo_ev": [-1.9, -4.0], "total_charge": 1, "gap_ev": [8.5, 6.4], "relative_energy_ev": 0.000, "multiplicity": 4, "elements": ["Ni", "C", "C", "C", "C", "C", "C", "N", "O", "C", "C", "C", "H", "H", "H", "H", "H", "H", "H", "H", "H", "H", "H", "H", "H", "H", "H", "H", "H", "H", "C", "C", "C", "O", "H", "H", "H", "H", "H", "H", "H", "C", "O", "C", "C", "O", "C", "C", "O", "C", "H", "H", "H", "H", "H", "H", "H", "H", "H", "H", "H", "H", "H", "H", "C", "O", "C", "C", "O", "C", "C", "O", "C", "H", "H", "H", "H", "H", "H", "H", "H", "H", "H", "H", "H", "H", "H", "C", "O", "N", "C", "C", "H", "H", "H", "H", "H", "H", "H", "C", "O", "N", "C", "C", "H", "H", "H", "H", "H", "H", "H", "C", "O", "N", "C", "C", "H", "H", "H", "H", "H", "H", "H", "C", "O", "N", "C", "C", "H", "H", "H", "H", "H", "H", "H", "C", "O", "N", "C", "C", "H", "H", "H", "H", "H", "H", "H"], "coordinates": [[-9.401, -6.899, -16.166], [-6.364, -5.166, -15.916], [-6.589, -4.301, -17.207], [-5.234, -4.573, -18.057], [-5.226, -4.122, -19.509], [-6.418, -4.819, -20.218], [-7.800, -4.632, -19.502], [-7.759, -4.725, -18.001], [-8.947, -5.165, -17.294], [-8.817, -5.632, -20.104], [-8.231, -3.213, -19.855], [-6.688, -2.746, -16.845], [-7.354, -5.217, -15.463], [-5.662, -4.908, -15.123], [-6.100, -6.198, -16.147], [-4.842, -5.588, -18.124], [-4.448, -3.967, -17.605], [-4.220, -4.270, -19.903], [-5.391, -3.044, -19.524], [-6.084, -5.841, -20.401], [-6.360, -4.445, -21.240], [-9.767, -5.134, -20.297], [-9.017, -6.507, -19.486], [-8.413, -5.934, -21.070], [-7.583, -2.392, -19.547], [-9.186, -3.019, -19.367], [-8.338, -3.075, -20.931], [-6.300, -2.164, -17.682], [-6.184, -2.544, -15.900], [-7.719, -2.421, -16.714], [-7.417, -7.930, -12.686], [-7.610, -8.386, -14.083], [-7.347, -9.859, -14.308], [-8.883, -7.848, -14.443], [-7.341, -6.850, -12.557], [-6.437, -8.346, -12.452], [-8.092, -8.300, -11.914], [-6.846, -7.951, -14.727], [-7.859, -10.480, -13.573], [-6.291, -10.125, -14.259], [-7.450, -10.133, -15.358], [-11.086, -7.088, -9.797], [-11.952, -7.358, -10.851], [-11.319, -7.466, -12.128], [-12.342, -7.955, -13.159], [-12.682, -9.318, -12.887], [-11.716, -10.197, -13.501], [-11.751, -11.655, -13.033], [-12.874, -12.385, -13.573], [-13.106, -13.646, -13.091], [-11.583, -6.749, -8.888], [-10.275, -6.366, -9.899], [-10.651, -8.026, -9.454], [-10.528, -8.215, -12.133], [-10.853, -6.527, -12.429], [-11.867, -7.849, -14.134], [-13.262, -7.369, -13.177], [-10.695, -9.848, -13.348], [-11.736, -10.257, -14.589], [-11.735, -11.657, -11.943], [-10.851, -12.131, -13.423], [-13.541, -13.572, -12.094], [-12.208, -14.263, -13.067], [-13.817, -14.317, -13.572], [-3.986, -5.328, -12.246], [-2.755, -5.874, -12.042], [-1.832, -5.018, -11.420], [-1.954, -4.832, -9.874], [-0.697, -4.274, -9.330], [-0.486, -2.879, -9.289], [-1.165, -2.403, -8.024], [-0.713, -2.949, -6.770], [0.588, -2.529, -6.478], [-4.663, -6.137, -12.520], [-4.047, -4.712, -13.143], [-4.463, -4.643, -11.545], [-1.786, -3.990, -11.780], [-0.891, -5.440, -11.772], [-2.049, -5.881, -9.593], [-2.852, -4.253, -9.659], [-0.757, -2.469, -10.262], [0.564, -2.617, -9.159], [-2.228, -2.641, -8.014], [-1.060, -1.333, -8.205], [0.943, -2.971, -5.547], [0.678, -1.443, -6.443], [1.283, -2.921, -7.220], [-7.789, -8.514, -18.567], [-8.306, -8.106, -17.545], [-6.513, -8.984, -18.820], [-6.034, -9.446, -20.160], [-5.361, -8.809, -17.847], [-8.405, -8.592, -19.476], [-5.578, -10.429, -20.042], [-5.332, -8.841, -20.733], [-6.954, -9.670, -20.699], [-5.184, -9.573, -17.090], [-4.414, -8.771, -18.386], [-5.668, -7.995, -17.192], [-4.932, -14.779, -17.545], [-4.890, -15.172, -18.669], [-4.912, -13.496, -17.147], [-4.469, -12.299, -17.882], [-5.453, -13.101, -15.727], [-5.038, -15.386, -16.633], [-3.714, -12.521, -18.637], [-4.051, -11.492, -17.281], [-5.404, -11.934, -18.307], [-6.383, -13.643, -15.554], [-4.749, -13.403, -14.952], [-5.599, -12.023, -15.656], [-11.704, -8.770, -17.334], [-10.969, -7.784, -17.115], [-11.327, -10.096, -17.277], [-12.209, -11.188, -17.639], [-9.986, -10.476, -16.961], [-12.667, -8.571, -17.828], [-13.173, -10.819, -17.990], [-12.316, -11.925, -16.842], [-11.896, -11.791, -18.491], [-9.396, -9.782, -16.361], [-9.960, -11.464, -16.501], [-9.572, -10.579, -17.963], [-6.382, -8.657, -8.909], [-5.926, -9.533, -8.256], [-5.561, -7.757, -9.514], [-6.020, -6.307, -9.583], [-4.127, -8.057, -9.686], [-7.450, -8.404, -8.992], [-6.612, -6.171, -10.489], [-5.153, -5.704, -9.852], [-6.476, -5.896, -8.682], [-3.879, -7.556, -10.622], [-3.608, -7.740, -8.782], [-3.937, -9.120, -9.832], [-11.564, -4.881, -14.635], [-10.866, -5.827, -15.067], [-12.130, -3.936, -15.386], [-11.959, -3.883, -16.888], [-12.942, -2.796, -14.901], [-11.789, -4.708, -13.571], [-12.812, -3.439, -17.400], [-11.721, -4.781, -17.458], [-11.080, -3.269, -17.084], [-13.127, -2.782, -13.827], [-12.420, -1.868, -15.136], [-13.812, -2.734, -15.556]]}

---

2.
{"formula": "C40H51N6O6PSZr", "method": "ωB97M-V/def2-TZVPD", "e_homo_ev": -7.395, "lumo_ev": -0.3, "total_charge": 0, "gap_ev": 7.1, "relative_energy_ev": 0.367, "elements": ["Zr", "O", "C", "N", "C", "C", "C", "C", "C", "C", "N", "C", "O", "C", "C", "C", "C", "C", "N", "C", "C", "C", "C", "C", "N", "H", "H", "H", "H", "H", "H", "H", "H", "H", "H", "H", "H", "C", "C", "C", "C", "C", "C", "C", "S", "O", "O", "N", "C", "C", "C", "O", "O", "H", "H", "H", "H", "H", "H", "H", "H", "H", "H", "H", "H", "C", "C", "C", "C", "P", "N", "C", "C", "C", "C", "C", "C", "C", "C", "H", "H", "H", "H", "H", "H", "H", "H", "H", "H", "H", "H", "H", "H", "H", "H", "H", "H", "H", "H", "H", "H", "H", "H", "H", "H", "H"], "coordinates": [[-0.005, -0.053, 1.301], [2.273, -1.986, 4.269], [1.339, -1.508, 3.645], [1.159, -0.285, 3.133], [1.856, 0.863, 3.531], [3.096, 0.908, 4.155], [3.612, 2.140, 4.543], [2.893, 3.302, 4.317], [1.652, 3.264, 3.690], [1.135, 2.044, 3.272], [-0.034, 1.853, 2.492], [-0.986, 2.800, 2.447], [-1.139, 3.793, 3.144], [-1.924, 2.575, 1.289], [-2.949, 3.464, 1.021], [-3.675, 3.302, -0.147], [-3.343, 2.265, -1.005], [-2.329, 1.399, -0.638], [-1.640, 1.539, 0.493], [0.055, -2.304, 3.480], [-0.088, -3.535, 4.091], [-1.346, -4.114, 4.109], [-2.400, -3.459, 3.488], [-2.147, -2.270, 2.826], [-0.946, -1.697, 2.827], [3.630, -0.013, 4.336], [4.582, 2.186, 5.021], [3.305, 4.258, 4.616], [1.089, 4.170, 3.531], [-3.123, 4.267, 1.723], [-4.477, 3.985, -0.395], [-3.861, 2.115, -1.943], [-2.041, 0.550, -1.231], [0.777, -3.972, 4.570], [-1.510, -5.059, 4.611], [-3.402, -3.866, 3.492], [-2.922, -1.758, 2.270], [-0.713, 5.871, -2.304], [0.574, 5.413, -1.674], [1.759, 5.390, -2.401], [2.946, 4.955, -1.823], [2.943, 4.546, -0.501], [1.769, 4.560, 0.246], [0.597, 4.992, -0.343], [4.431, 3.960, 0.254], [4.509, 4.510, 1.572], [5.484, 4.120, -0.707], [4.198, 2.351, 0.434], [4.018, 1.579, -0.799], [3.652, 0.146, -0.482], [2.277, 0.014, 0.095], [1.471, 1.003, 0.059], [1.885, -1.050, 0.640], [-0.534, 6.347, -3.268], [-1.233, 6.585, -1.663], [-1.387, 5.027, -2.467], [1.757, 5.723, -3.432], [3.870, 4.939, -2.384], [1.777, 4.239, 1.282], [-0.316, 5.017, 0.244], [3.516, 2.173, 1.169], [4.961, 1.603, -1.342], [3.244, 2.016, -1.439], [4.362, -0.328, 0.197], [3.660, -0.448, -1.402], [0.370, -0.621, -2.834], [-0.835, -1.570, -2.952], [-2.046, -0.723, -3.426], [-0.551, -2.572, -4.083], [-1.148, -2.318, -1.237], [-0.931, -1.245, -0.109], [-2.931, -2.962, -1.231], [-3.142, -3.985, -0.104], [-3.886, -1.792, -0.915], [-3.379, -3.624, -2.539], [0.017, -3.790, -1.029], [-0.375, -5.073, -1.780], [1.451, -3.433, -1.462], [0.142, -4.095, 0.473], [0.494, -0.104, -3.789], [1.297, -1.149, -2.622], [0.218, 0.130, -2.059], [-2.611, -1.246, -4.198], [-1.688, 0.209, -3.868], [-2.750, -0.458, -2.647], [-0.447, -2.001, -5.011], [-1.363, -3.282, -4.233], [0.372, -3.128, -3.949], [-2.885, -3.571, 0.866], [-2.588, -4.908, -0.239], [-4.204, -4.244, -0.084], [-3.450, -1.103, -0.192], [-4.808, -2.196, -0.490], [-4.174, -1.235, -1.806], [-2.789, -4.506, -2.788], [-3.358, -2.942, -3.385], [-4.416, -3.953, -2.416], [-0.476, -4.926, -2.853], [-1.290, -5.532, -1.414], [0.426, -5.801, -1.630], [1.578, -3.371, -2.539], [2.106, -4.235, -1.109], [1.793, -2.513, -0.997], [-0.798, -4.321, 0.968], [0.613, -3.262, 0.988], [0.797, -4.964, 0.586]]}

---

3.
{"formula": "C31H53ClIrNP", "method": "ωB97M-V/def2-TZVPD", "s_squared": 8.7755, "e_homo_ev": [-5.416, -7.541], "lumo_ev": [0.6, -2.1], "total_charge": 0, "gap_ev": [6.0, 5.4], "multiplicity": 6, "elements": ["Ir", "P", "Cl", "C", "H", "H", "C", "C", "C", "H", "C", "H", "H", "C", "H", "H", "C", "H", "H", "C", "H", "H", "H", "H", "C", "C", "H", "C", "H", "H", "C", "H", "H", "C", "H", "H", "C", "H", "H", "H", "H", "C", "H", "C", "H", "H", "C", "H", "H", "C", "H", "H", "C", "H", "H", "H", "H", "C", "C", "H", "C", "H", "C", "H", "H", "C", "H", "H", "C", "H", "H", "H", "H", "C", "C", "C", "C", "C", "C", "N", "H", "H", "H", "H", "H", "H", "H", "H"], "coordinates": [[0.719, 1.313, 0.723], [-0.683, -0.403, 0.552], [0.125, 1.459, 3.022], [2.836, -2.237, -2.095], [2.877, -3.272, -2.470], [2.762, -2.093, -0.998], [-2.288, 0.468, 0.990], [-0.182, -1.703, 1.828], [-3.626, -0.237, 0.785], [-2.148, 0.641, 2.070], [-4.727, 0.602, 1.453], [-3.852, -0.333, -0.288], [-3.629, -1.247, 1.219], [-4.744, 2.075, 1.005], [-5.705, 0.150, 1.249], [-4.582, 0.566, 2.542], [-3.353, 2.728, 0.951], [-5.202, 2.137, 0.006], [-5.385, 2.654, 1.685], [-2.311, 1.823, 0.283], [-3.411, 3.682, 0.411], [-3.010, 2.961, 1.970], [-2.571, 1.687, -0.778], [-1.304, 2.298, 0.308], [-1.026, -1.398, -0.987], [0.635, -2.860, 1.236], [0.482, -1.116, 2.487], [1.108, -3.835, 2.323], [0.037, -3.422, 0.506], [1.500, -2.473, 0.677], [-0.023, -4.314, 3.243], [1.578, -4.704, 1.844], [1.880, -3.338, 2.926], [-0.928, -3.186, 3.756], [-0.637, -5.056, 2.714], [0.413, -4.838, 4.102], [-1.362, -2.189, 2.671], [-1.823, -3.618, 4.219], [-0.398, -2.632, 4.543], [-2.119, -2.667, 2.030], [-1.857, -1.332, 3.149], [-1.529, -0.558, -2.163], [-0.030, -1.806, -1.246], [-1.622, -1.404, -3.444], [-2.527, -0.157, -1.926], [-0.880, 0.312, -2.328], [-2.428, -2.699, -3.259], [-2.080, -0.799, -4.237], [-0.605, -1.661, -3.774], [-2.029, -3.476, -1.999], [-3.498, -2.451, -3.200], [-2.305, -3.341, -4.139], [-2.000, -2.569, -0.769], [-2.733, -4.301, -1.826], [-1.033, -3.922, -2.142], [-3.010, -2.173, -0.598], [-1.753, -3.160, 0.120], [0.964, 1.520, -1.117], [2.942, -1.242, -2.972], [1.045, 0.545, -1.660], [3.952, -0.104, -2.967], [2.141, -1.064, -3.717], [3.794, 1.327, -2.321], [4.871, -0.501, -2.499], [4.167, 0.097, -4.026], [2.749, 2.333, -2.845], [3.739, 1.264, -1.226], [4.779, 1.806, -2.542], [1.448, 2.627, -1.996], [3.252, 3.313, -2.958], [2.463, 2.061, -3.873], [1.565, 3.546, -1.396], [0.624, 2.828, -2.705], [3.994, 1.136, 1.327], [3.448, 2.496, 1.337], [4.152, 3.719, 1.501], [3.213, 4.756, 1.459], [1.937, 4.155, 1.265], [0.646, 4.863, 1.173], [2.126, 2.797, 1.187], [3.233, 0.394, 1.043], [4.371, 0.879, 2.327], [4.851, 1.073, 0.643], [5.225, 3.771, 1.622], [3.363, 5.825, 1.540], [0.245, 5.074, 2.181], [0.804, 5.837, 0.674], [-0.109, 4.292, 0.611]]}

---

no.,maximum force (eV/Å)
1,5.6
2,1.1
3,7.0